Entry 1:
Below is a structure of composition C17H30N7O3PdS, with properties calculated with ωB97M-V with the def2-TZVPD basis set.

Atoms and positions in Å:
Pd  0.009  -0.221  0.590
C  -3.630  -2.517  2.978
C  -2.595  -1.617  2.376
N  -1.373  -1.882  2.158
N  -0.785  -3.029  2.505
C  0.567  -3.059  2.339
N  1.214  -4.110  2.794
S  1.450  -1.807  1.566
C  -2.873  -0.182  2.013
C  -4.216  0.387  2.116
C  -4.491  1.681  1.745
C  -3.425  2.462  1.328
C  -2.071  1.927  1.380
N  -1.886  0.547  1.620
H  -3.405  -3.563  2.772
H  -4.621  -2.330  2.569
H  -3.690  -2.383  4.062
H  -1.266  -3.740  3.047
H  0.764  -4.860  3.300
H  2.218  -4.168  2.696
H  -5.030  -0.245  2.452
H  -5.502  2.067  1.769
H  -3.540  3.509  1.062
H  -1.646  2.498  2.270
C  0.341  5.124  -1.002
C  0.596  3.700  -0.525
C  1.972  3.549  0.119
O  0.504  2.752  -1.569
C  -0.411  3.365  0.578
O  -0.536  3.896  1.638
O  -1.241  2.261  0.285
H  1.102  5.391  -1.735
H  0.396  5.826  -0.172
H  -0.642  5.217  -1.469
H  2.731  3.784  -0.625
H  2.125  2.528  0.477
H  2.080  4.229  0.962
H  -0.064  3.098  -2.267
C  3.232  -1.191  -3.653
N  2.977  -1.019  -2.217
C  4.121  -0.530  -1.446
C  1.744  -1.049  -1.704
N  1.457  -0.250  -0.664
N  0.803  -1.824  -2.271
C  1.132  -3.136  -2.843
C  -0.617  -1.585  -2.072
H  3.815  -0.339  -4.001
H  2.300  -1.223  -4.207
H  3.806  -2.098  -3.843
H  5.017  -1.017  -1.824
H  4.014  -0.786  -0.394
H  4.252  0.549  -1.559
H  2.170  0.431  -0.437
H  2.168  -3.389  -2.641
H  0.956  -3.156  -3.917
H  0.498  -3.889  -2.374
H  -0.997  -2.081  -1.172
H  -1.158  -1.991  -2.925
H  -0.820  -0.512  -2.038

Energy relative to the best compared isomer or geometry (same formula, charge and spin) (kJ/mol): 25.1
Net charge: +3
E_tot (eV): -48975.621

=====

Entry 2:
Below is a cluster of 2 separate species, C4H11NO3 in total, with properties calculated with ωB97M-V with the def2-TZVPD basis set.

Atoms and positions in Å:
C  -2.347  0.740  -1.513
C  -1.188  0.894  -0.527
C  -0.231  -0.309  -0.507
O  -0.505  -1.497  -0.572
N  1.052  0.028  -0.128
C  1.723  1.283  0.152
O  1.016  2.054  1.127
H  -2.691  -0.302  -1.424
H  -3.250  1.294  -1.253
H  -2.023  0.960  -2.521
H  -1.500  0.780  0.515
H  -0.620  1.745  -0.862
H  1.552  -0.808  0.115
H  2.669  1.060  0.642
H  1.824  1.956  -0.694
H  1.018  1.661  1.998
O  0.471  -2.843  1.532
H  -0.346  -2.629  2.019
H  0.243  -2.802  0.587

Energy relative to the best compared isomer or geometry (same formula, charge and spin) (kJ/mol): 120.2
E_tot (eV): -11958.863
SMILES: CCC(=O)NCO.O

=====

Entry 3:
Below is a cluster of 4 separate species, C31H72N9O7 in total, with properties calculated with ωB97M-V with the def2-TZVPD basis set.

Atoms and positions in Å:
C  -6.446  2.462  9.388
C  -7.356  2.924  8.271
O  -6.599  3.495  7.207
C  -6.769  2.873  5.959
C  -5.655  3.442  5.094
N  -5.627  2.939  3.716
C  -5.547  1.657  3.375
N  -5.513  0.624  4.236
C  -5.491  -0.465  3.486
C  -5.448  -1.852  4.004
C  -3.997  -2.423  4.008
O  -3.608  -2.809  5.308
C  -3.862  -3.666  3.100
N  -4.189  -4.942  3.702
N  -5.486  -0.161  2.190
N  -5.465  -1.037  1.137
N  -5.497  1.233  2.098
C  -5.506  1.955  0.830
C  -4.507  3.122  0.760
C  -3.184  2.884  1.505
C  -1.962  3.512  0.809
C  -1.068  2.510  0.056
C  -1.302  2.480  -1.468
C  -0.436  3.477  -2.235
C  1.062  3.240  -2.072
O  1.396  1.855  -2.244
C  1.624  1.124  -1.129
C  1.361  -0.339  -1.363
O  2.004  1.594  -0.090
H  -7.051  2.157  10.244
H  -5.845  1.601  9.093
H  -5.787  3.265  9.715
H  -8.047  3.683  8.644
H  -7.972  2.093  7.913
H  -7.745  3.137  5.528
H  -6.705  1.787  6.051
H  -4.685  3.320  5.577
H  -5.829  4.514  5.012
H  -5.624  3.617  2.975
H  -6.113  -2.488  3.420
H  -5.812  -1.802  5.029
H  -3.302  -1.659  3.629
H  -3.762  -2.086  5.924
H  -4.511  -3.511  2.232
H  -2.839  -3.709  2.725
H  -3.459  -5.202  4.355
H  -5.036  -4.876  4.256
H  -6.063  -0.742  0.377
H  -4.516  -1.214  0.824
H  -5.221  1.237  0.063
H  -6.527  2.271  0.605
H  -4.285  3.251  -0.301
H  -4.983  4.059  1.060
H  -3.016  1.815  1.660
H  -3.258  3.344  2.491
H  -1.360  4.030  1.557
H  -2.293  4.291  0.115
H  -0.025  2.744  0.258
H  -1.245  1.507  0.456
H  -2.360  2.659  -1.684
H  -1.086  1.478  -1.847
H  -0.637  4.506  -1.921
H  -0.686  3.435  -3.298
H  1.416  3.591  -1.104
H  1.621  3.792  -2.825
H  1.447  -0.849  -0.407
H  2.145  -0.725  -2.017
H  0.383  -0.489  -1.812
C  6.385  -1.785  -4.988
C  5.321  -1.399  -3.969
C  4.765  -2.588  -3.175
O  3.858  -3.401  -3.894
C  4.449  -4.364  -4.749
N  4.262  -0.649  -4.655
H  5.950  -2.237  -5.879
H  6.929  -0.898  -5.314
H  7.108  -2.487  -4.568
H  5.783  -0.726  -3.240
H  4.191  -2.198  -2.329
H  5.576  -3.202  -2.761
H  5.376  -4.757  -4.320
H  4.663  -3.959  -5.741
H  3.737  -5.182  -4.856
H  3.606  -0.281  -3.973
H  3.722  -1.316  -5.201
C  0.546  0.862  2.949
C  1.026  1.027  4.385
C  2.338  0.294  4.689
O  2.213  -1.107  4.830
C  2.207  -1.845  3.625
N  -0.058  0.644  5.295
H  0.083  -0.116  2.798
H  -0.210  1.617  2.724
H  1.357  0.973  2.229
H  1.227  2.090  4.547
H  2.712  0.649  5.652
H  3.098  0.531  3.933
H  2.864  -1.389  2.877
H  1.201  -1.938  3.204
H  2.576  -2.844  3.854
H  0.202  0.868  6.251
H  -0.130  -0.371  5.281
C  8.840  -1.604  -10.600
C  8.758  -2.895  -9.791
C  7.335  -3.276  -9.365
O  6.813  -2.517  -8.291
C  6.276  -1.255  -8.638
N  9.681  -2.804  -8.659
H  8.752  -0.726  -9.960
H  9.804  -1.542  -11.103
H  8.056  -1.558  -11.358
H  9.110  -3.709  -10.432
H  7.354  -4.308  -9.004
H  6.648  -3.241  -10.221
H  5.795  -1.275  -9.621
H  7.044  -0.477  -8.632
H  5.530  -0.994  -7.888
H  9.735  -3.701  -8.186
H  9.281  -2.171  -7.972

Energy relative to the best compared isomer or geometry (same formula, charge and spin) (kJ/mol): 0.0
Net charge: +1
E_tot (eV): -61049.635

=====

Entry 4:
Below is a structure of composition C41H87Ca3N2O18P2, with properties calculated with ωB97M-V with the def2-TZVPD basis set.

Atoms and positions in Å:
Ca  -3.159  -0.013  -2.218
Ca  -1.571  -3.131  2.612
Ca  -2.937  1.366  2.756
P  -0.163  -0.367  0.429
O  0.421  -1.735  0.713
O  -0.103  0.666  1.610
O  -1.654  -0.740  0.604
O  -0.292  0.192  -1.037
P  -4.581  -1.577  4.537
O  -4.704  -2.731  3.532
O  -5.551  -2.015  5.647
O  -5.294  -0.495  3.738
O  -3.105  -1.162  4.645
O  -5.513  4.828  -0.578
C  -4.889  3.980  0.183
O  -4.563  2.880  -0.158
O  -4.534  4.354  1.297
H  -5.577  5.430  0.167
C  4.386  -1.957  -2.671
C  5.822  -1.793  -3.135
C  6.453  -3.180  -3.150
O  5.441  -4.037  -2.651
C  4.379  -3.339  -1.972
H  3.711  -1.948  -3.527
H  4.021  -1.190  -1.989
H  6.286  -1.168  -2.372
H  5.938  -1.270  -4.084
H  7.307  -3.177  -2.473
H  6.789  -3.481  -4.143
H  4.747  -3.333  -0.946
H  3.458  -3.921  -1.987
C  -2.149  -4.863  -5.758
C  -1.279  -5.048  -4.583
C  -1.236  -3.670  -3.911
O  -2.511  -3.039  -4.263
C  -3.227  -3.927  -5.148
H  -2.467  -5.833  -6.140
H  -1.631  -4.391  -6.593
H  -0.286  -5.369  -4.899
H  -1.645  -5.777  -3.860
H  -0.502  -3.072  -4.450
H  -1.056  -3.835  -2.848
H  -3.843  -3.517  -5.948
H  -3.842  -4.502  -4.455
C  4.619  4.941  -5.648
C  4.597  4.012  -4.428
C  3.106  4.149  -3.940
O  2.462  5.046  -4.860
C  3.475  5.898  -5.367
H  4.357  4.323  -6.507
H  5.588  5.406  -5.830
H  5.273  4.439  -3.687
H  4.928  3.012  -4.710
H  2.971  4.577  -2.946
H  2.696  3.140  -3.988
H  3.742  6.720  -4.703
H  3.282  6.325  -6.351
C  1.508  -2.617  7.606
C  2.579  -2.562  6.608
C  1.828  -2.462  5.309
O  0.745  -3.368  5.499
C  0.500  -3.519  6.889
H  1.070  -1.653  7.865
H  1.876  -3.046  8.538
H  3.208  -3.452  6.644
H  3.266  -1.730  6.764
H  2.434  -2.747  4.450
H  1.434  -1.479  5.050
H  0.642  -4.584  7.072
H  -0.520  -3.237  7.150
C  -1.135  3.280  7.715
C  -2.632  3.441  7.817
C  -2.871  4.223  6.557
O  -2.010  3.604  5.594
C  -0.793  3.188  6.241
H  -0.901  2.314  8.163
H  -0.623  4.112  8.198
H  -3.094  3.984  8.641
H  -3.039  2.432  7.888
H  -2.648  5.281  6.696
H  -3.915  4.198  6.245
H  0.054  3.775  5.887
H  -0.625  2.154  5.941
C  6.896  2.182  1.479
C  5.373  2.373  1.389
C  4.828  1.290  2.297
O  5.897  1.035  3.209
C  7.079  1.851  2.941
H  7.482  3.058  1.202
H  7.185  1.340  0.850
H  4.893  2.289  0.414
H  5.100  3.338  1.815
H  4.610  0.376  1.743
H  4.022  1.759  2.860
H  7.957  1.228  3.110
H  7.142  2.796  3.481
C  -0.296  7.283  1.738
C  0.005  6.331  0.644
C  -0.535  6.997  -0.603
O  -0.191  8.370  -0.394
C  -0.368  8.653  1.001
H  0.363  7.283  2.606
H  -1.297  7.105  2.133
H  -0.466  5.400  0.959
H  1.090  6.261  0.558
H  -1.606  6.850  -0.737
H  -0.017  6.561  -1.457
H  -1.346  9.132  1.043
H  0.435  9.282  1.386
C  0.764  -6.893  1.749
C  -0.369  -7.335  2.655
N  -1.676  -6.670  2.391
C  -2.211  -7.035  1.055
C  -3.428  -6.168  0.611
C  -2.650  -6.993  3.445
C  -2.888  -8.452  3.784
H  0.540  -7.146  0.712
H  1.715  -7.358  2.007
H  0.933  -5.820  1.848
H  -0.513  -8.412  2.573
H  -0.090  -7.152  3.693
H  -1.466  -6.813  0.290
H  -2.461  -8.085  0.898
H  -3.837  -6.512  -0.339
H  -4.275  -6.213  1.294
H  -3.091  -5.134  0.536
H  -3.609  -6.531  3.209
H  -2.374  -6.611  4.428
H  -3.515  -8.675  4.647
H  -1.967  -9.020  3.915
H  -3.385  -8.949  2.951
C  -5.456  1.018  -6.083
C  -4.606  2.134  -5.500
N  -3.180  1.798  -5.229
C  -2.435  2.977  -4.760
C  -2.406  4.167  -5.807
C  -2.494  1.282  -6.411
C  -0.997  1.044  -6.242
H  -6.501  1.326  -6.130
H  -5.412  0.079  -5.531
H  -5.110  0.744  -7.079
H  -4.605  2.982  -6.185
H  -5.111  2.466  -4.593
H  -1.433  2.750  -4.396
H  -2.877  3.449  -3.883
H  -1.879  3.919  -6.728
H  -1.899  5.016  -5.348
H  -3.419  4.470  -6.072
H  -2.850  0.294  -6.700
H  -2.706  1.921  -7.268
H  -0.664  0.726  -5.254
H  -0.564  0.376  -6.987
H  -0.505  2.001  -6.417

Net charge: -1
E_tot (eV): -157653.817

=====

Entry 5:
Below is a cluster of 12 separate species, C3H30NO11S in total, with properties calculated with ωB97M-V with the def2-TZVPD basis set.

Atoms and positions in Å:
C  0.721  -0.629  3.523
N  1.355  -0.356  2.170
C  2.387  0.699  2.363
C  3.120  0.674  1.049
S  3.989  -0.820  0.639
H  1.074  -0.327  4.539
H  0.564  -1.688  3.557
H  -0.260  -0.148  3.522
H  1.777  -1.222  1.794
H  1.885  1.725  2.544
H  3.074  0.276  3.233
H  3.777  1.636  1.278
H  2.422  0.940  0.176
H  -4.193  -1.521  -0.662
H  -4.307  -1.347  0.872
O  -4.607  -1.886  0.143
H  -1.321  -3.123  -1.536
H  0.050  -2.464  -1.320
O  -0.376  -3.237  -1.691
H  -0.807  2.867  -0.564
H  -0.683  1.341  -0.517
O  -0.484  2.148  -0.018
H  -1.091  2.790  1.692
H  -2.437  3.334  1.306
O  -1.580  3.603  1.839
H  1.293  0.665  -1.856
H  0.113  0.270  -3.060
O  0.387  0.767  -2.286
H  2.071  -3.196  -0.866
H  3.556  -3.423  -0.498
O  2.969  -3.243  -1.271
H  -3.828  2.593  -0.723
H  -2.887  1.376  -0.484
O  -3.504  1.998  -0.055
H  -1.486  -0.876  -1.121
H  -1.433  -0.544  -2.636
O  -2.010  -0.457  -1.931
H  0.623  -0.709  -0.194
H  -0.533  -1.297  0.711
O  -0.296  -1.163  -0.182
H  3.362  0.448  -1.546
H  2.666  -0.885  -1.536
O  2.790  -0.104  -2.077
H  -2.953  0.964  -3.171
H  -2.049  1.724  -2.344
O  -2.898  1.827  -2.805

Energy relative to the best compared isomer or geometry (same formula, charge and spin) (kJ/mol): 287.4
Net charge: -1
E_tot (eV): -38445.453

=====

Entry 6:
Below is a cluster of 6 separate species, C5H20IN10O5 in total, with properties calculated with ωB97M-V with the def2-TZVPD basis set.

Atoms and positions in Å:
I  -16.603  -24.957  -15.965
C  -12.614  -30.990  -18.195
O  -12.271  -30.659  -19.295
N  -13.099  -30.181  -17.297
N  -12.434  -32.091  -17.604
H  -13.209  -29.188  -17.444
H  -12.921  -30.480  -16.349
H  -12.720  -32.401  -16.686
H  -11.886  -32.757  -18.130
C  -12.846  -26.506  -9.747
O  -12.027  -27.295  -10.071
N  -13.805  -26.032  -10.443
N  -12.896  -25.913  -8.588
H  -13.967  -26.084  -11.438
H  -14.402  -25.396  -9.934
H  -13.812  -25.525  -8.413
H  -12.222  -25.919  -7.836
C  -9.670  -25.116  -17.691
O  -8.493  -25.204  -17.390
N  -10.070  -25.146  -18.954
N  -10.660  -24.970  -16.902
H  -9.671  -25.844  -19.566
H  -10.972  -24.732  -19.143
H  -10.360  -24.773  -15.958
H  -11.591  -24.961  -17.293
C  -18.512  -31.565  -15.619
O  -19.299  -31.109  -16.419
N  -17.912  -30.702  -14.823
N  -18.304  -32.804  -15.426
H  -17.010  -31.023  -14.499
H  -17.967  -29.713  -15.020
H  -18.756  -33.546  -15.941
H  -17.762  -32.992  -14.594
C  -18.326  -22.363  -9.223
O  -17.337  -22.957  -8.895
N  -19.132  -21.812  -8.413
N  -18.641  -22.239  -10.516
H  -18.765  -21.479  -7.533
H  -19.764  -21.186  -8.893
H  -18.116  -22.828  -11.147
H  -19.384  -21.641  -10.849

Energy relative to the best compared isomer or geometry (same formula, charge and spin) (kJ/mol): 556.0
Net charge: -1
E_tot (eV): -38752.515

=====

Entry 7:
Below is a structure of composition C5H7N, with properties calculated with ωB97M-V with the def2-TZVPD basis set.

Atoms and positions in Å:
C  0.587  -0.971  1.178
C  1.012  -0.003  0.166
C  0.010  -0.113  -1.015
C  -0.552  1.200  -0.521
N  -0.091  0.751  0.838
C  -0.925  -1.113  -0.323
H  0.458  -2.031  1.031
H  0.753  -0.656  2.205
H  2.005  0.452  0.096
H  0.285  -0.342  -2.051
H  -1.627  1.379  -0.631
H  0.017  2.118  -0.754
H  -1.932  -0.670  -0.219

Energy relative to the best compared isomer or geometry (same formula, charge and spin) (kJ/mol): 869.8
E_tot (eV): -6779.498

=====

Repeat the first record exactly.
Below is a structure of composition C17H30N7O3PdS, with properties calculated with ωB97M-V with the def2-TZVPD basis set.

Atoms and positions in Å:
Pd  0.009  -0.221  0.590
C  -3.630  -2.517  2.978
C  -2.595  -1.617  2.376
N  -1.373  -1.882  2.158
N  -0.785  -3.029  2.505
C  0.567  -3.059  2.339
N  1.214  -4.110  2.794
S  1.450  -1.807  1.566
C  -2.873  -0.182  2.013
C  -4.216  0.387  2.116
C  -4.491  1.681  1.745
C  -3.425  2.462  1.328
C  -2.071  1.927  1.380
N  -1.886  0.547  1.620
H  -3.405  -3.563  2.772
H  -4.621  -2.330  2.569
H  -3.690  -2.383  4.062
H  -1.266  -3.740  3.047
H  0.764  -4.860  3.300
H  2.218  -4.168  2.696
H  -5.030  -0.245  2.452
H  -5.502  2.067  1.769
H  -3.540  3.509  1.062
H  -1.646  2.498  2.270
C  0.341  5.124  -1.002
C  0.596  3.700  -0.525
C  1.972  3.549  0.119
O  0.504  2.752  -1.569
C  -0.411  3.365  0.578
O  -0.536  3.896  1.638
O  -1.241  2.261  0.285
H  1.102  5.391  -1.735
H  0.396  5.826  -0.172
H  -0.642  5.217  -1.469
H  2.731  3.784  -0.625
H  2.125  2.528  0.477
H  2.080  4.229  0.962
H  -0.064  3.098  -2.267
C  3.232  -1.191  -3.653
N  2.977  -1.019  -2.217
C  4.121  -0.530  -1.446
C  1.744  -1.049  -1.704
N  1.457  -0.250  -0.664
N  0.803  -1.824  -2.271
C  1.132  -3.136  -2.843
C  -0.617  -1.585  -2.072
H  3.815  -0.339  -4.001
H  2.300  -1.223  -4.207
H  3.806  -2.098  -3.843
H  5.017  -1.017  -1.824
H  4.014  -0.786  -0.394
H  4.252  0.549  -1.559
H  2.170  0.431  -0.437
H  2.168  -3.389  -2.641
H  0.956  -3.156  -3.917
H  0.498  -3.889  -2.374
H  -0.997  -2.081  -1.172
H  -1.158  -1.991  -2.925
H  -0.820  -0.512  -2.038

Energy relative to the best compared isomer or geometry (same formula, charge and spin) (kJ/mol): 25.1
Net charge: +3
E_tot (eV): -48975.621